Entry 1:
{
  "formula": "C27H49FN8O6P",
  "method": "wB97M-V/def2-TZVPD",
  "species": ["P", "F", "O", "O", "O", "O", "O", "O", "N", "N", "N", "N", "N", "N", "N", "N", "C", "C", "C", "C", "C", "C", "C", "C", "C", "C", "C", "C", "C", "C", "C", "C", "C", "C", "C", "C", "C", "C", "C", "C", "C", "C", "C", "H", "H", "H", "H", "H", "H", "H", "H", "H", "H", "H", "H", "H", "H", "H", "H", "H", "H", "H", "H", "H", "H", "H", "H", "H", "H", "H", "H", "H", "H", "H", "H", "H", "H", "H", "H", "H", "H", "H", "H", "H", "H", "H", "H", "H", "H", "H", "H", "H"],
  "xyz": [[-1.138, 0.214, -3.192], [-0.430, -5.890, -1.295], [-0.272, 1.395, -2.249], [5.205, -1.153, 1.975], [-0.912, -0.086, 0.328], [3.031, -1.738, 2.829], [-1.010, 0.545, -4.901], [1.415, -7.110, -0.289], [-3.068, -0.073, 1.467], [5.289, 2.799, 1.768], [-2.013, -2.727, -6.143], [-2.303, -2.933, 1.682], [1.196, 6.541, 4.051], [0.559, -3.618, -3.781], [1.976, -3.674, -1.545], [0.877, -1.537, -2.494], [-2.858, -3.855, 2.118], [-0.574, 9.564, 3.921], [1.209, -3.041, -2.530], [-3.571, -5.013, 2.673], [2.223, -5.157, -1.713], [3.874, -0.872, 1.991], [3.833, 5.966, 2.139], [1.025, -6.086, -1.079], [5.251, 3.959, 1.741], [-2.182, -0.521, 0.287], [-1.980, -3.200, -4.684], [5.192, 5.426, 1.696], [3.381, 0.410, 1.095], [-2.722, -1.503, -0.934], [-0.573, -2.641, -4.053], [0.872, 9.147, 4.184], [-5.894, -4.204, 2.019], [1.055, 7.691, 4.116], [2.067, -3.475, 1.110], [1.826, -2.204, 2.124], [2.695, 5.554, 1.214], [-0.644, -1.585, -2.760], [2.597, -2.973, -0.357], [-1.045, 9.229, 2.512], [-4.861, -5.318, 1.915], [-1.434, -2.340, -1.517], [-2.970, -1.571, -6.337], [-1.894, -4.381, -4.742], [2.707, -4.354, 1.586], [1.082, -2.597, 2.971], [5.967, 5.833, 2.358], [2.442, -1.790, -0.378], [4.000, 0.366, 0.075], [-6.154, -4.007, 3.063], [0.227, -4.601, -3.581], [-1.033, 8.150, 2.330], [-3.832, -1.823, -7.089], [3.773, -3.140, -0.378], [-1.762, -3.418, -1.900], [-0.103, 0.203, -5.157], [-3.791, -4.843, 3.733], [-6.808, -4.487, 1.488], [-0.099, -1.966, -4.907], [-4.642, -5.508, 0.857], [-2.338, -0.673, -6.803], [-2.072, 9.578, 2.366], [-2.486, -0.168, 2.347], [1.238, -1.376, 1.543], [0.513, 0.981, -1.778], [-2.345, -3.484, -6.783], [3.252, -5.391, -1.157], [1.754, 5.994, 1.557], [3.650, 1.458, 1.571], [3.608, 5.631, 3.159], [-2.915, -5.891, 2.623], [-1.242, 9.086, 4.647], [0.988, -3.952, 0.925], [5.423, 5.778, 0.685], [2.879, 5.897, 0.191], [1.270, -1.072, -3.341], [-3.464, -2.279, -0.417], [-5.527, -3.273, 1.573], [2.566, 4.467, 1.196], [-0.412, 9.713, 1.762], [-2.939, -2.904, -4.081], [-0.718, -2.532, -0.582], [1.540, 9.641, 3.469], [2.302, -5.374, -2.876], [2.253, 0.397, 0.784], [-3.432, -1.179, -5.323], [-3.356, -0.946, -1.746], [1.165, 9.495, 5.182], [-0.661, 10.647, 4.071], [3.882, 7.062, 2.167], [-3.344, 0.930, 1.317], [-5.299, -6.239, 2.320]],
  "forces_ev_per_a": [[-3.77, 2.60, 0.35], [4.50, 0.06, 0.13], [1.15, -3.33, -1.26], [-8.89, 1.65, 0.28], [-6.87, -3.11, -0.80], [0.29, 1.69, -3.45], [3.09, -1.85, 2.55], [-3.30, 7.58, -5.96], [1.23, -0.55, -1.72], [-0.02, 1.72, 0.02], [-1.80, -0.38, 1.13], [-0.56, -1.47, 0.62], [-0.25, 1.56, 0.12], [0.17, 0.18, 5.28], [-2.26, 1.10, -3.06], [0.00, -3.15, 0.54], [0.66, 1.03, -0.26], [-0.45, 0.09, -0.17], [0.34, 0.64, -0.53], [0.07, -0.40, 0.00], [-0.27, 0.00, -0.55], [6.80, -1.32, 0.01], [-0.48, 0.02, 0.13], [1.83, -6.45, 5.32], [0.14, -1.22, -0.11], [4.93, 2.71, 1.10], [1.03, -1.48, -0.96], [0.20, 0.30, 0.22], [-0.15, -0.25, -0.92], [-0.41, -0.70, 1.38], [-0.52, 3.06, -1.67], [-0.01, 0.24, 0.34], [-0.09, 0.06, -0.08], [0.30, -1.27, -0.13], [-1.18, -0.61, -0.32], [-1.61, -1.09, 0.43], [-0.16, 0.03, -0.02], [2.28, -2.37, -0.49], [1.76, 1.51, 1.80], [-0.12, -0.05, -0.07], [-0.47, 0.00, -0.22], [-0.12, 0.20, 0.45], [0.10, 1.77, -0.67], [-0.33, 2.33, 0.43], [-1.12, 2.13, -1.04], [1.83, 0.92, -1.79], [-0.02, -0.25, -0.14], [0.03, -2.82, -0.55], [-1.16, -0.05, 2.43], [0.01, 0.02, -0.12], [0.35, 1.31, -0.45], [0.04, 0.11, 0.02], [1.60, 0.40, 1.53], [-2.47, 0.26, -0.33], [0.48, 2.41, 0.74], [-1.26, 0.84, -0.46], [0.12, 0.16, -0.16], [0.11, 0.07, 0.11], [-1.30, -1.48, 1.44], [0.08, -0.04, 0.17], [-1.64, -1.83, 1.06], [0.16, -0.05, -0.03], [-0.70, 0.42, -1.66], [1.29, -1.33, 1.07], [-1.12, 0.73, -0.57], [0.49, 0.69, 1.16], [-2.64, 0.14, -1.20], [0.17, -0.12, -0.06], [-0.44, -2.57, -0.61], [0.10, 0.10, -0.18], [0.06, 0.27, 0.03], [0.19, 0.08, -0.03], [2.08, 1.11, 0.52], [0.01, -0.24, 0.07], [0.00, -0.05, 0.03], [0.17, -0.86, 0.73], [1.72, 1.78, -1.08], [-0.02, -0.05, 0.10], [0.03, 0.10, -0.01], [-0.06, -0.05, 0.03], [1.99, -0.43, -0.94], [-1.39, 0.64, -2.16], [-0.03, -0.22, 0.04], [-0.07, 0.27, 2.51], [1.97, -0.10, 0.91], [0.92, -0.87, -2.05], [1.53, -0.78, 1.61], [0.08, -0.21, -0.16], [0.13, -0.20, 0.08], [0.14, -0.19, 0.04], [0.55, -1.35, 0.19], [0.25, 0.11, -0.04]],
  "charge": 1
}

***

Entry 2:
{
  "formula": "C27H49N6NaO8P2S2",
  "method": "wB97M-V/def2-TZVPD",
  "species": ["S", "S", "P", "P", "Na", "O", "O", "O", "O", "O", "O", "O", "O", "N", "N", "N", "N", "N", "N", "C", "C", "C", "C", "C", "C", "C", "C", "C", "C", "C", "C", "C", "C", "C", "C", "C", "C", "C", "C", "C", "C", "C", "C", "C", "C", "C", "H", "H", "H", "H", "H", "H", "H", "H", "H", "H", "H", "H", "H", "H", "H", "H", "H", "H", "H", "H", "H", "H", "H", "H", "H", "H", "H", "H", "H", "H", "H", "H", "H", "H", "H", "H", "H", "H", "H", "H", "H", "H", "H", "H", "H", "H", "H", "H", "H"],
  "xyz": [[2.821, 0.299, 0.317], [-1.869, -1.468, 0.202], [-3.773, 1.444, 1.199], [-1.232, 0.789, 3.094], [-0.859, 2.113, 0.313], [-0.037, 5.386, 3.283], [-0.581, 3.792, 1.803], [-0.448, 0.766, 1.816], [-0.670, 1.438, 4.325], [-2.809, 1.691, 0.071], [-4.685, 0.271, 1.203], [-4.698, 2.819, 1.271], [-1.574, -0.768, 3.483], [-0.405, 4.238, -1.232], [3.557, -1.959, 1.497], [3.657, -1.989, -0.783], [-2.695, 3.011, 3.184], [0.087, 1.502, -2.124], [1.951, 3.125, 1.428], [-0.427, 6.102, -2.561], [-2.102, -1.753, -5.024], [-0.950, -1.230, -4.439], [0.250, 0.196, -2.737], [-2.283, 0.039, -2.896], [-3.433, -0.478, -3.482], [2.019, -2.997, -3.337], [3.254, -1.413, 2.816], [-3.901, 0.966, 3.925], [-0.374, -2.422, 0.416], [-2.907, -2.716, -0.558], [3.648, -1.415, -2.122], [3.098, -2.515, 3.857], [-0.143, 4.996, -3.380], [1.724, -4.283, 2.577], [-0.144, 3.882, -2.523], [-0.579, 5.569, -1.259], [-1.024, -0.343, -3.369], [3.457, -2.493, -3.179], [1.819, -3.347, 3.784], [3.398, -1.256, 0.344], [-3.350, -1.377, -4.543], [-2.939, 1.570, 2.884], [1.422, -3.717, -2.127], [0.093, 2.508, -2.913], [1.660, 4.493, 1.841], [0.262, 4.613, 2.394], [1.036, 0.197, -3.506], [0.025, -1.514, -4.825], [-0.546, -3.279, 1.073], [2.934, 2.985, 1.244], [4.201, -2.830, -0.672], [0.346, -1.740, 0.884], [4.039, -0.721, 3.131], [0.280, 2.362, -3.986], [0.961, -2.668, 3.792], [-2.547, -2.995, -1.555], [0.430, -4.108, -2.366], [1.641, 2.436, 2.108], [1.383, -2.138, -3.582], [-0.519, 7.138, -2.856], [2.317, 4.901, 2.608], [-4.275, 3.445, 0.665], [1.703, 5.150, 0.965], [0.031, 4.986, -4.449], [1.316, -3.049, -1.270], [4.030, -2.846, 1.462], [-0.802, 6.117, -0.347], [1.989, -3.667, -4.202], [-2.978, -3.607, 0.077], [0.027, -2.769, -0.545], [3.132, -2.018, 4.830], [-3.572, 3.515, 3.158], [2.342, -0.819, 2.731], [-1.463, 3.703, 2.338], [4.567, -0.848, -2.300], [3.774, -2.068, -4.136], [2.831, -0.696, -2.170], [0.844, -4.926, 2.654], [4.133, -3.338, -2.977], [0.569, -0.501, -1.950], [-4.401, -0.174, -3.093], [-2.022, -2.443, -5.857], [-3.899, -2.266, -0.646], [1.756, -3.947, 4.697], [2.608, -4.932, 2.516], [3.971, -3.186, 3.820], [-2.366, 0.741, -2.070], [2.051, -4.560, -1.818], [-2.266, 3.076, 4.103], [-1.852, -0.769, 4.406], [1.642, -3.731, 1.640], [-3.449, 1.019, 4.924], [-4.252, -1.774, -4.996], [-4.150, -0.064, 3.673], [-4.833, 1.540, 3.934]],
  "forces_ev_per_a": [[0.12, -0.12, -0.15], [-0.12, 0.31, 0.03], [0.01, -0.17, -0.14], [0.08, 0.02, -0.06], [1.55, 0.86, -1.40], [0.02, 0.05, -0.04], [-0.40, 0.44, 0.69], [-0.10, -0.71, 1.16], [-0.10, 0.00, -0.02], [-1.36, -0.14, 0.29], [0.08, 0.06, 0.06], [0.00, 0.10, -0.05], [-0.02, -0.03, -0.03], [-0.11, 0.18, -0.13], [0.08, 0.23, 0.14], [0.12, 0.26, -0.11], [0.09, -0.11, -0.11], [-0.20, -0.03, 0.07], [-0.07, 0.17, 0.08], [0.02, -0.30, 0.11], [0.00, 0.09, 0.10], [-0.12, -0.07, -0.05], [-0.23, 0.08, 0.14], [0.02, -0.01, -0.03], [0.08, -0.02, -0.01], [-0.01, 0.05, 0.07], [-0.05, -0.10, -0.16], [0.07, 0.12, -0.03], [0.10, -0.03, -0.06], [-0.07, -0.10, -0.09], [-0.06, -0.07, 0.17], [0.09, -0.05, -0.03], [-0.06, 0.17, 0.16], [0.08, -0.01, 0.00], [0.13, -0.39, 0.01], [0.10, -0.08, -0.20], [-0.09, 0.13, 0.04], [-0.03, -0.11, 0.03], [-0.09, 0.06, -0.14], [-0.23, -0.10, 0.05], [0.09, 0.04, 0.05], [0.08, -0.08, -0.10], [0.34, 0.02, -0.17], [-0.02, 0.30, 0.21], [0.05, -0.26, -0.18], [-0.26, -0.18, -0.09], [0.07, 0.06, -0.09], [-0.16, 0.06, -0.07], [0.03, 0.02, 0.00], [0.01, 0.01, 0.00], [-0.06, -0.08, 0.01], [-0.06, -0.07, -0.03], [0.07, 0.05, -0.03], [0.04, 0.00, -0.15], [-0.01, -0.04, -0.03], [-0.06, 0.00, 0.06], [0.03, 0.04, 0.01], [-0.03, 0.04, -0.07], [0.17, -0.22, 0.08], [0.00, 0.00, 0.00], [0.16, 0.07, 0.13], [-0.05, -0.09, 0.08], [0.01, -0.03, -0.01], [0.00, 0.01, 0.02], [0.48, -0.26, -0.49], [-0.08, -0.08, 0.01], [-0.01, -0.06, -0.08], [-0.03, 0.02, -0.04], [-0.02, 0.04, -0.07], [-0.63, 0.26, 0.72], [0.01, -0.04, 0.04], [-0.08, 0.00, 0.02], [-0.05, -0.04, 0.01], [0.27, -0.11, -0.20], [0.07, 0.00, -0.03], [0.03, -0.03, -0.01], [0.01, 0.01, 0.07], [0.04, 0.03, 0.00], [-0.02, 0.04, -0.03], [-0.02, 0.03, -0.02], [0.08, -0.03, -0.03], [0.00, 0.01, 0.00], [0.11, -0.06, -0.01], [-0.02, 0.00, 0.02], [-0.06, 0.03, 0.02], [-0.01, 0.07, 0.03], [0.03, -0.10, -0.02], [-0.02, 0.02, -0.02], [0.00, -0.03, 0.04], [0.08, -0.01, -0.04], [0.03, -0.04, 0.10], [-0.02, 0.01, -0.03], [0.02, 0.00, 0.02], [0.04, 0.05, -0.01], [0.01, -0.02, 0.01]],
  "charge": -2,
  "relative_energy_kj_mol": 190.7
}

***

no.,orbital gap (Ha),F_max (Eh/bohr)
1,0.2609,0.198
2,0.1941,0.044